(1)
Computed, not measured: a 5-piece molecular cluster, C43H50N4O13S overall in a non-equilibrium geometry, with ωB97M-V with the def2-TZVPD basis set.

```
111
Properties=species:S:1:pos:R:3:forces:R:3
C 3.5498 -1.5274 1.8009 -0.3299 -0.0966 0.3379
C 2.2855 -2.2499 1.3282 0.3940 -0.1131 -0.2029
C 1.8713 -1.9529 -0.1426 0.0208 -0.4272 0.0213
C 1.9662 -3.2690 -0.9228 -0.1152 0.0855 -0.0598
C 0.4570 -1.2751 -0.2282 1.9294 -0.4856 0.3872
C -0.5634 -2.3265 0.1613 -1.0877 0.4627 0.2346
C -1.2081 -3.0767 -1.0322 0.1354 0.2071 0.5723
O 0.5653 -0.1394 0.7261 -0.4440 0.4724 -0.2894
S 1.3346 1.0713 0.0428 1.4414 0.5953 -0.1091
O 0.7442 2.3231 0.3862 -0.5437 -0.6297 -0.2906
O 2.7551 1.0328 0.2332 -0.5188 -0.5109 0.0301
O 1.0978 0.6275 -1.5001 -0.0041 0.1007 1.1144
C 0.2773 -0.5472 -1.5559 -1.1084 -0.3623 -0.5530
C -1.1320 -0.1094 -2.0709 0.2359 -0.5061 -0.1007
O -2.2485 -0.3316 -1.2264 0.4651 0.4349 -0.0560
C -2.5519 0.6026 -0.2629 -0.4577 0.2856 0.6734
C -2.0574 1.8988 -0.1920 0.1484 -0.5539 -0.4760
C -2.4531 2.7500 0.8210 0.0702 0.8158 0.3636
C -1.9215 4.1638 0.8803 -0.5656 -0.0736 -0.1451
C -3.3569 2.3362 1.7819 -0.0440 -0.4880 -0.1625
C -3.8665 1.0461 1.7072 0.0896 0.6110 0.1059
C -3.4782 0.1821 0.7027 -0.1285 -0.8669 -0.1647
C -4.1057 -1.1979 0.6149 -0.5904 0.1403 0.2041
C -4.5297 -1.7724 1.9778 0.1076 -0.1798 0.0590
C -5.3161 -1.1827 -0.3387 0.5952 -0.6146 -0.0290
H 3.3717 -0.4717 1.9731 0.0627 0.1118 -0.1116
H 3.8581 -1.9678 2.7517 0.1150 0.0228 -0.0251
H 4.3715 -1.6372 1.0937 -0.0006 0.0114 -0.0709
H 2.5155 -3.3169 1.3877 -0.1989 -0.0694 0.0278
H 1.4782 -2.0723 2.0381 -0.0807 0.1094 -0.0602
H 2.6348 -1.2985 -0.5661 -0.1766 0.2934 -0.0103
H 3.0094 -3.5868 -0.9123 0.0239 -0.0169 -0.1375
H 1.6421 -3.1813 -1.9611 0.1115 -0.0492 -0.0438
H 1.3854 -4.0725 -0.4695 -0.0213 0.1617 -0.0233
H -1.3351 -1.8318 0.7555 -0.1273 -0.0077 -0.0881
H -0.1237 -3.0651 0.8279 0.3223 0.1463 0.0139
H -1.3247 -4.1224 -0.7637 0.0587 -0.0259 -0.1544
H -2.1900 -2.6721 -1.2436 -0.0003 0.1053 -0.2478
H -0.5804 -3.0149 -1.9170 -0.1124 -0.1705 -0.1382
H 0.6853 -1.2324 -2.2997 0.2705 0.4050 -0.2346
H -1.0288 0.9181 -2.3989 -0.1823 0.0603 0.1672
H -1.3302 -0.6826 -2.9769 -0.1764 -0.1347 0.1133
H -1.3527 2.2701 -0.9186 -0.0651 -0.0801 0.1091
H -2.7420 4.8333 1.1462 0.0247 0.0556 0.0639
H -1.1547 4.2798 1.6445 0.2329 -0.0098 -0.1738
H -1.5748 4.4818 -0.1022 0.3482 0.0144 0.1097
H -3.6676 3.0024 2.5752 -0.0267 0.0785 0.0026
H -4.5979 0.7471 2.4451 -0.0118 -0.1922 -0.0144
H -3.4137 -1.9111 0.1827 0.3381 0.1457 -0.0704
H -5.5834 -1.5990 2.2020 -0.0185 0.1101 -0.0486
H -3.9525 -1.3725 2.8110 0.1140 0.0076 -0.0467
H -4.3791 -2.8541 1.9759 -0.1177 -0.0216 0.0067
H -5.6745 -2.2122 -0.4252 -0.2462 0.0654 0.0151
H -6.1185 -0.5505 0.0342 -0.0007 0.1400 -0.0802
H -4.9863 -0.8909 -1.3356 -0.1956 0.2764 -0.0069
C 1.3873 5.3313 4.6379 -0.0075 0.0166 0.0106
C 0.1980 4.6181 4.5675 0.0792 0.0277 -0.0121
C -0.9599 5.1403 5.1206 -0.0724 -0.1626 -0.0761
C -0.9060 6.3775 5.7361 0.1545 -0.0692 -0.0859
C 0.2698 7.1002 5.8224 0.1302 0.1437 0.0355
C 1.4233 6.5685 5.2680 -0.0431 -0.0988 -0.0444
N -2.1376 6.9457 6.3068 -0.0726 0.0212 0.0485
O -3.1513 6.2806 6.2340 0.0132 0.0039 -0.0032
O -2.0677 8.0465 6.8149 0.0070 -0.0083 0.0002
H 2.2876 4.9219 4.1990 -0.0029 -0.0071 0.0007
H 0.1723 3.6544 4.0764 -0.0203 -0.0011 -0.0046
H -1.8878 4.5904 5.0684 -0.0540 0.0897 0.0468
H 0.2900 8.0628 6.3111 -0.1196 -0.0077 0.0163
H 2.3505 7.1220 5.3249 -0.0048 0.0153 0.0110
C -0.2551 -6.7771 4.5591 0.0088 -0.0049 -0.0166
C 0.7481 -7.5917 4.0503 -0.0861 0.0775 0.0136
C 1.0528 -7.5580 2.6991 0.1345 -0.1281 0.0555
C 0.3436 -6.7004 1.8782 -0.0492 0.0107 0.1898
C -0.6631 -5.8856 2.3654 -0.1209 0.1411 -0.0026
C -0.9617 -5.9280 3.7174 0.0706 -0.0664 0.0453
N 0.6779 -6.6435 0.4481 0.0194 -0.0119 -0.0281
O 1.5533 -7.3740 0.0383 -0.0119 0.0072 0.0006
O 0.0607 -5.8506 -0.2412 -0.0150 -0.1995 0.0316
H -0.4865 -6.8033 5.6157 -0.0052 -0.0054 -0.0012
H 1.2960 -8.2527 4.7073 0.0090 -0.0106 -0.0116
H 1.8317 -8.1884 2.2969 -0.0153 0.0504 -0.1061
H -1.2083 -5.2262 1.7059 0.0551 -0.0394 -0.0828
H -1.7442 -5.2964 4.1147 -0.0054 0.0097 -0.0173
C 0.2841 7.4211 -3.8339 -0.0129 -0.0181 -0.0017
C 0.8125 6.3564 -3.1156 -0.0672 0.0760 -0.0647
C 0.1130 5.1642 -3.0255 0.1447 -0.0701 0.1118
C -1.1101 5.0607 -3.6646 0.1168 0.1816 0.0086
C -1.6562 6.1114 -4.3793 -0.1274 0.0919 -0.1149
C -0.9493 7.2997 -4.4613 0.1009 -0.0149 0.0599
N -1.8472 3.7931 -3.5861 -0.0095 -0.0105 0.0440
O -1.3447 2.8952 -2.9320 -0.0170 0.2402 -0.3711
O -2.9054 3.7081 -4.1684 0.0087 -0.0084 -0.0070
H 0.8357 8.3492 -3.9054 -0.0041 0.0036 0.0064
H 1.7715 6.4535 -2.6260 -0.0006 -0.0184 0.0141
H 0.5181 4.3329 -2.4665 -0.0902 -0.0572 -0.0219
H -2.6149 6.0092 -4.8656 -0.0048 -0.1131 0.0357
H -1.3599 8.1311 -5.0171 -0.0165 -0.0057 -0.0043
C 3.4570 -2.0636 -3.8674 0.0164 0.0310 -0.0498
C 4.8339 -1.9053 -3.7895 -0.0916 -0.0290 -0.0210
C 5.6522 -2.4754 -4.7516 0.1264 0.0761 0.1094
C 5.0714 -3.1940 -5.7807 -0.1150 0.0954 0.1363
C 3.7024 -3.3668 -5.8711 -0.1758 -0.0598 -0.0677
C 2.8923 -2.7953 -4.9033 0.0759 0.0556 0.0796
N 5.9352 -3.7842 -6.8159 0.0605 -0.0584 -0.0621
O 7.1347 -3.6339 -6.7009 -0.0131 0.0045 0.0069
O 5.3963 -4.3841 -7.7237 -0.0029 0.0054 0.0165
H 2.8227 -1.6108 -3.1175 0.0330 0.0484 0.0125
H 5.2699 -1.3355 -2.9802 0.0103 0.0038 -0.0048
H 6.7242 -2.3577 -4.6987 0.0104 -0.0587 -0.1057
H 3.2713 -3.9356 -6.6812 0.1114 -0.0135 -0.0473
H 1.8190 -2.9200 -4.9600 -0.0005 -0.0174 -0.0183
```
Forces are in eV/Å.

E_HOMO: -8.23 eV
SMILES: CC[C@@H](C)[C@@]1(CC)OS(=O)(=O)O[C@@H]1COc1cc(C)ccc1C(C)C.O=[N+]([O-])c1ccccc1.O=[N+]([O-])c1ccccc1.O=[N+]([O-])c1ccccc1.O=[N+]([O-])c1ccccc1
energy: -3263.47889 Ha

Atom charges from the Löwdin analysis, given in e for atoms 1 to 99: atom 1 (C): -0.089, atom 2 (C): -0.200, atom 3 (C): -0.285, atom 4 (C): -0.048, atom 5 (C): -0.337, atom 6 (C): -0.121, atom 7 (C): -0.041, atom 8 (O): -0.125, atom 9 (S): 0.636, atom 10 (O): -0.218, atom 11 (O): -0.238, atom 12 (O): -0.140, atom 13 (C): -0.214, atom 14 (C): -0.081, atom 15 (O): -0.047, atom 16 (C): -0.181, atom 17 (C): 0.010, atom 18 (C): -0.264, atom 19 (C): -0.034, atom 20 (C): -0.041, atom 21 (C): -0.029, atom 22 (C): -0.135, atom 23 (C): -0.363, atom 24 (C): -0.074, atom 25 (C): -0.050, atom 26 (H): 0.055, atom 27 (H): 0.073, atom 28 (H): 0.080, atom 29 (H): 0.104, atom 30 (H): 0.113, atom 31 (H): 0.121, atom 32 (H): 0.099, atom 33 (H): 0.063, atom 34 (H): 0.054, atom 35 (H): 0.118, atom 36 (H): 0.099, atom 37 (H): 0.058, atom 38 (H): 0.064, atom 39 (H): 0.076, atom 40 (H): 0.134, atom 41 (H): 0.092, atom 42 (H): 0.139, atom 43 (H): 0.078, atom 44 (H): 0.080, atom 45 (H): 0.068, atom 46 (H): 0.070, atom 47 (H): 0.109, atom 48 (H): 0.111, atom 49 (H): 0.089, atom 50 (H): 0.077, atom 51 (H): 0.072, atom 52 (H): 0.072, atom 53 (H): 0.079, atom 54 (H): 0.083, atom 55 (H): 0.079, atom 56 (C): -0.067, atom 57 (C): -0.067, atom 58 (C): -0.004, atom 59 (C): -0.148, atom 60 (C): -0.005, atom 61 (C): -0.066, atom 62 (N): -0.355, atom 63 (O): 0.076, atom 64 (O): 0.076, atom 65 (H): 0.108, atom 66 (H): 0.109, atom 67 (H): 0.117, atom 68 (H): 0.118, atom 69 (H): 0.107, atom 70 (C): -0.066, atom 71 (C): -0.062, atom 72 (C): 0.000, atom 73 (C): -0.143, atom 74 (C): -0.002, atom 75 (C): -0.060, atom 76 (N): -0.334, atom 77 (O): 0.097, atom 78 (O): 0.040, atom 79 (H): 0.109, atom 80 (H): 0.110, atom 81 (H): 0.121, atom 82 (H): 0.111, atom 83 (H): 0.110, atom 84 (C): -0.068, atom 85 (C): -0.059, atom 86 (C): 0.003, atom 87 (C): -0.143, atom 88 (C): -0.001, atom 89 (C): -0.064, atom 90 (N): -0.319, atom 91 (O): 0.040, atom 92 (O): 0.103, atom 93 (H): 0.108, atom 94 (H): 0.110, atom 95 (H): 0.120, atom 96 (H): 0.120, atom 97 (H): 0.109, atom 98 (C): -0.074, atom 99 (C): -0.053

(2)
Computed, not measured: a 2-piece molecular cluster, C43H50N4O3 overall in a non-equilibrium geometry, with ωB97M-V with the def2-TZVPD basis set.

```
100
Properties=species:S:1:pos:R:3:forces:R:3
C -1.7595 2.2933 -4.7890 -0.1795 -0.0809 -0.0614
C -0.8891 1.6852 -3.6930 -0.1725 -0.2401 0.3110
C 0.5595 2.1556 -3.8152 0.1168 -0.1200 0.1025
C -0.9832 0.1595 -3.6765 -0.0827 0.3548 0.1192
C -0.4999 -0.5721 -4.7608 -0.0619 -0.2183 0.0423
C -0.5260 -1.9647 -4.7414 -0.0084 0.0603 0.0056
C -1.0208 -2.6437 -3.6281 -0.0383 0.1788 -0.0776
C -1.5151 -1.9359 -2.5321 -0.2784 -0.0785 0.2377
C -2.0526 -2.6536 -1.2980 0.3528 0.1842 0.1227
C -1.2909 -3.9374 -0.9668 0.1266 0.1024 -0.0064
C -3.5388 -2.9507 -1.4215 -0.3343 0.0218 -0.1568
C -1.5225 -0.5323 -2.5803 0.4238 0.0675 0.0117
N -1.9971 0.2121 -1.4373 -0.6909 0.4929 0.6225
N -1.1184 0.5918 -0.4811 -0.0394 0.6505 1.4252
N -1.8730 1.2609 0.4196 -0.1383 -1.2018 -2.2432
C -1.3011 1.7715 1.6501 0.2026 0.0163 -0.0471
C -0.7478 3.0544 1.6522 -0.0135 0.2992 -0.3490
C -0.6981 3.8942 0.3748 -0.1254 -0.4219 0.0332
C 0.7400 4.2419 -0.0061 0.0914 -0.1295 0.0436
C -1.5535 5.1517 0.4888 -0.0894 0.0860 0.1027
C -0.2308 3.5568 2.8476 -0.0705 -0.2137 0.0219
C -0.2550 2.7791 4.0040 -0.0205 0.0442 0.0273
C -0.7970 1.4951 3.9813 0.0035 0.1229 -0.2064
C -1.3225 0.9708 2.7982 -0.1899 -0.3962 -0.0104
C -1.8760 -0.4568 2.7656 0.0224 0.2618 -0.3647
C -3.1421 -0.6073 3.6060 -0.1455 0.0847 0.1274
C -0.8098 -1.4686 3.1848 0.1447 0.0687 -0.0717
C -3.1863 1.3382 0.0273 2.1633 0.3235 1.5925
C -4.1480 2.0784 0.8197 -1.1227 0.5896 0.5716
C -3.3241 0.6143 -1.1436 -0.1786 -1.3763 -2.0314
C -4.4380 0.2530 -1.8800 1.0021 0.5796 0.2990
H -2.8083 2.0113 -4.6430 0.1395 0.0581 -0.0792
H -1.6876 3.3866 -4.7671 -0.0118 -0.1525 -0.0428
H -1.4406 1.9420 -5.7785 -0.0692 0.1104 0.1277
H -1.2741 2.0217 -2.7241 0.0576 0.1015 -0.1669
H 1.1562 1.7712 -2.9796 -0.0333 0.0615 -0.1703
H 1.0057 1.7997 -4.7529 -0.0252 0.1349 0.1749
H 0.6074 3.2509 -3.7978 0.0027 -0.1701 -0.0430
H -0.0938 -0.0340 -5.6220 -0.1121 -0.2563 0.2644
H -0.1443 -2.5255 -5.5957 -0.0990 0.1327 0.2260
H -1.0233 -3.7356 -3.6045 0.0423 0.3671 -0.0460
H -1.9088 -1.9545 -0.4622 -0.0497 -0.1980 -0.0749
H -0.2103 -3.7611 -0.9504 -0.1086 -0.0996 -0.0168
H -1.5938 -4.2947 0.0245 0.0251 -0.0111 -0.2019
H -1.5149 -4.7226 -1.6994 0.0901 0.0668 0.1818
H -4.1058 -2.0381 -1.6279 0.0477 -0.2124 0.1158
H -3.7136 -3.6578 -2.2428 0.0064 0.0209 0.1366
H -3.9173 -3.3874 -0.4899 0.0381 -0.0148 -0.1283
H -1.1129 3.2668 -0.4226 0.0828 0.2006 0.0246
H 1.3277 3.3279 -0.1502 -0.0414 0.1839 0.0347
H 0.7562 4.8144 -0.9405 0.0244 -0.0548 0.1661
H 1.2120 4.8402 0.7835 -0.0088 -0.0653 -0.2043
H -2.5955 4.9017 0.7206 0.1904 0.1228 -0.0226
H -1.1683 5.8023 1.2847 -0.1279 -0.0374 -0.1634
H -1.5336 5.7063 -0.4568 -0.0112 -0.0510 0.1887
H 0.1947 4.5639 2.8560 -0.1132 -0.3673 0.0864
H 0.1585 3.1768 4.9319 -0.1209 -0.1029 -0.2350
H -0.8101 0.8770 4.8830 0.0431 0.2783 -0.2688
H -2.1391 -0.6606 1.7208 0.0066 -0.0991 0.1735
H -3.9491 0.0354 3.2336 0.1348 -0.1015 0.1188
H -3.5010 -1.6446 3.5696 0.0907 0.2006 0.0338
H -2.9415 -0.3435 4.6538 -0.1020 -0.0877 -0.1737
H 0.0530 -1.4096 2.5113 -0.0899 -0.0350 0.1621
H -0.4671 -1.2682 4.2074 -0.0338 -0.1391 -0.1580
H -1.2130 -2.4863 3.1405 0.0619 0.1462 0.0448
H -5.1125 2.0477 0.2994 0.1756 0.1273 0.2703
H -4.3032 1.6334 1.8138 -0.0475 0.1755 -0.2892
H -3.8480 3.1310 0.9626 -0.1368 -0.3499 -0.0687
H -5.3921 0.5998 -1.5212 -0.0849 -0.1107 -0.3295
H -4.2703 -0.2670 -2.8177 -0.4270 0.1586 0.1059
O -11.0488 -1.0315 -6.1656 -0.0004 1.9412 1.2538
N -11.0538 0.0445 -5.5238 -1.6875 -0.2018 -2.8477
O -11.5928 1.0884 -5.9548 1.0096 -1.8216 0.9587
C -10.3966 0.0778 -4.2632 1.3962 0.2481 1.7228
C -10.2915 1.2937 -3.5535 -0.1700 -0.7047 -0.6025
C -9.4478 1.3697 -2.4588 0.6535 -0.6855 0.6552
C -8.7071 0.2335 -2.0078 -0.7238 -0.3379 -1.7540
C -7.8116 0.2923 -0.8599 -0.4555 -0.6252 1.5468
C -7.6711 -0.7703 -0.0202 0.0334 0.6837 -1.1655
C -7.2088 -0.6429 1.3652 1.4019 1.2824 1.0748
C -7.5917 -1.7366 2.3268 -0.2991 -0.2633 0.5435
C -8.5098 -2.7541 2.0061 0.3071 0.0923 -0.0180
C -8.8080 -3.7722 2.9155 0.1626 0.2384 0.1623
C -8.2275 -3.7611 4.1895 0.1054 0.2987 -0.2761
C -7.3569 -2.7196 4.5471 -0.1935 -0.0382 -0.3363
C -7.0550 -1.7136 3.6285 -0.0045 -0.1264 -0.1014
O -6.5444 0.3309 1.7630 -1.1383 -1.4832 -0.6933
C -8.9068 -0.9952 -2.6962 -0.0270 0.6171 0.2451
C -9.7258 -1.0748 -3.8107 -0.3078 0.5105 -0.2191
H -10.8681 2.1469 -3.9036 0.2576 -0.1431 0.0937
H -9.3599 2.3093 -1.9096 0.0307 -0.2540 -0.2039
H -7.4329 1.2747 -0.5696 -0.2159 -0.2436 0.1631
H -7.9437 -1.7732 -0.3493 -0.2880 0.4470 0.1292
H -8.9982 -2.7435 1.0324 0.1017 -0.1499 0.2842
H -9.4935 -4.5694 2.6225 0.1740 0.2632 0.1496
H -8.4609 -4.5504 4.9038 0.0731 0.1871 -0.1831
H -6.9093 -2.6893 5.5414 -0.1686 -0.0295 -0.2708
H -6.3974 -0.8919 3.9141 -0.1241 -0.2421 -0.1755
H -8.3896 -1.8925 -2.3555 -0.0786 0.2839 -0.2006
H -9.8508 -2.0019 -4.3635 0.1004 0.2126 0.1180
```
Forces are in eV/Å.

E_HOMO: -5.92 eV
energy: -2113.10827 Ha

Atom charges from the Löwdin analysis, given in e for atoms 1 to 99: atom 1 (C): -0.060, atom 2 (C): -0.380, atom 3 (C): -0.064, atom 4 (C): -0.121, atom 5 (C): -0.035, atom 6 (C): -0.059, atom 7 (C): -0.027, atom 8 (C): -0.117, atom 9 (C): -0.375, atom 10 (C): -0.077, atom 11 (C): -0.061, atom 12 (C): -0.090, atom 13 (N): -0.037, atom 14 (N): 0.162, atom 15 (N): -0.039, atom 16 (C): -0.081, atom 17 (C): -0.123, atom 18 (C): -0.378, atom 19 (C): -0.060, atom 20 (C): -0.056, atom 21 (C): -0.026, atom 22 (C): -0.054, atom 23 (C): -0.027, atom 24 (C): -0.117, atom 25 (C): -0.371, atom 26 (C): -0.054, atom 27 (C): -0.060, atom 28 (C): -0.207, atom 29 (C): 0.001, atom 30 (C): -0.258, atom 31 (C): -0.008, atom 32 (H): 0.081, atom 33 (H): 0.079, atom 34 (H): 0.078, atom 35 (H): 0.113, atom 36 (H): 0.083, atom 37 (H): 0.075, atom 38 (H): 0.077, atom 39 (H): 0.114, atom 40 (H): 0.106, atom 41 (H): 0.111, atom 42 (H): 0.117, atom 43 (H): 0.086, atom 44 (H): 0.078, atom 45 (H): 0.073, atom 46 (H): 0.037, atom 47 (H): 0.087, atom 48 (H): 0.082, atom 49 (H): 0.115, atom 50 (H): 0.086, atom 51 (H): 0.079, atom 52 (H): 0.076, atom 53 (H): 0.067, atom 54 (H): 0.081, atom 55 (H): 0.084, atom 56 (H): 0.116, atom 57 (H): 0.108, atom 58 (H): 0.115, atom 59 (H): 0.116, atom 60 (H): 0.061, atom 61 (H): 0.083, atom 62 (H): 0.084, atom 63 (H): 0.088, atom 64 (H): 0.075, atom 65 (H): 0.079, atom 66 (H): 0.075, atom 67 (H): 0.073, atom 68 (H): 0.079, atom 69 (H): -0.002, atom 70 (H): 0.043, atom 71 (O): 0.052, atom 72 (N): -0.322, atom 73 (O): 0.056, atom 74 (C): -0.157, atom 75 (C): 0.015, atom 76 (C): -0.004, atom 77 (C): -0.180, atom 78 (C): -0.018, atom 79 (C): -0.001, atom 80 (C): -0.313, atom 81 (C): -0.140, atom 82 (C): -0.032, atom 83 (C): -0.075, atom 84 (C): -0.076, atom 85 (C): -0.070, atom 86 (C): -0.019, atom 87 (O): 0.050, atom 88 (C): -0.006, atom 89 (C): 0.019, atom 90 (H): 0.121, atom 91 (H): 0.120, atom 92 (H): 0.122, atom 93 (H): 0.095, atom 94 (H): 0.103, atom 95 (H): 0.106, atom 96 (H): 0.104, atom 97 (H): 0.105, atom 98 (H): 0.109, atom 99 (H): 0.114